(1)
C7H16 | ωB97M-V with the def2-TZVPD basis set

Structure (XYZ):
```
23
Properties=species:S:1:pos:R:3:forces:R:3
C -0.7256 1.9893 -1.2458 0.72 -0.22 0.89
C 0.0283 1.2695 -0.0458 -0.99 0.75 -1.50
C -0.3032 -0.2191 0.0698 0.91 -0.61 1.53
C -1.7712 -0.4288 0.4849 0.15 0.02 -0.02
C -0.0283 -0.9873 -1.2286 0.06 0.07 0.07
C 0.6208 -0.8047 1.2730 -0.90 0.07 -1.00
C 2.1192 -0.8621 1.0116 0.08 0.03 -0.03
H -0.3226 1.6842 -2.2157 -0.08 -0.07 0.14
H -0.5708 3.0691 -1.1578 -0.07 -0.11 -0.05
H -1.8008 1.8015 -1.2307 0.09 -0.02 0.02
H -0.2512 1.7930 0.8749 0.07 -0.17 0.01
H 1.0966 1.4340 -0.2128 -0.04 -0.15 0.12
H -2.0170 0.1535 1.3792 0.05 -0.06 -0.06
H -1.9676 -1.4840 0.7058 0.08 0.11 -0.03
H -2.4650 -0.1341 -0.3080 0.10 0.02 0.05
H 0.9636 -0.7603 -1.6307 -0.06 -0.03 0.05
H -0.0877 -2.0683 -1.0592 0.01 0.11 0.01
H -0.7612 -0.7383 -2.0033 0.06 0.02 0.12
H 0.4379 -0.2263 2.1862 -0.13 0.07 -0.18
H 0.2725 -1.8239 1.4838 -0.05 0.09 -0.05
H 2.6328 -1.3100 1.8698 -0.07 0.08 -0.11
H 2.5471 0.1324 0.8593 0.00 -0.09 -0.03
H 2.3535 -1.4793 0.1398 -0.01 0.09 0.05
```
Positions in Å, forces in eV/Å.

Properties
**Kohn-Sham gap**: 0.4164 hartree
**Structure (SMILES)**: CCC(C)(C)CC
**Energy relative to the best compared isomer or geometry (same formula, charge and spin)**: 3.0 kcal/mol

=====

(2)
C2H3NO2S | ωB97M-V with the def2-TZVPD basis set

Structure (XYZ):
```
9
Properties=species:S:1:pos:R:3:forces:R:3
O -1.3488 -1.8943 2.0564 -0.11 0.63 -0.30
N -0.5684 -1.2924 1.3733 -0.74 0.20 0.12
O -1.0273 -0.1057 0.8637 -0.99 0.28 0.31
S 0.9210 -1.7126 0.9977 1.64 -0.57 -0.33
H -0.3662 0.3048 0.2520 0.22 -0.70 0.34
C 0.0632 1.4406 -1.4247 0.44 -0.16 0.02
C 1.1335 0.9137 -1.3273 -0.50 0.32 -0.19
H -0.8861 1.8873 -1.4922 -0.48 0.29 -0.09
H 2.0792 0.4586 -1.2988 0.51 -0.27 0.12
```
Positions in Å, forces in eV/Å.

Properties
**Kohn-Sham gap**: 0.3293 hartree
**Structure (SMILES)**: [O-][N+](O)=S.C#C
**Energy relative to the best compared isomer or geometry (same formula, charge and spin)**: 146.2 kcal/mol

=====

(3)
C24H20F2NO2 | ωB97M-V with the def2-TZVPD basis set

Structure (XYZ):
```
49
Properties=species:S:1:pos:R:3:forces:R:3
C -5.6081 1.5516 2.5297 -0.76 -0.15 0.13
C -4.4239 2.0261 1.7645 0.24 -0.32 -0.04
C -3.1415 1.7299 2.2166 0.45 -0.25 0.65
F -3.0223 1.0160 3.3888 -0.01 0.60 -1.41
C -1.9961 2.1392 1.5543 0.06 0.12 0.24
C -2.0968 3.0731 0.4915 -0.51 -0.86 -0.30
C -0.9512 3.7572 -0.0729 -0.95 1.32 0.75
C 0.2962 3.9216 0.6498 1.28 0.01 0.31
C 0.4254 3.7652 2.0580 -0.13 -0.42 -0.08
C 1.6525 3.9255 2.6712 -0.17 0.16 0.61
F 1.7370 3.7781 4.0360 -0.23 0.14 -1.33
C 2.8167 4.2694 1.9883 -0.40 -0.44 -0.21
C 4.0749 4.4804 2.7459 0.74 0.30 0.02
C 2.7082 4.3992 0.5930 -0.04 0.20 0.31
C 1.4785 4.3000 -0.0399 -0.28 -0.09 -0.14
C -3.4000 3.2825 -0.0383 0.22 0.10 0.10
C -4.5244 2.7386 0.5613 -0.02 0.28 0.02
H -6.5222 1.7148 1.9533 0.11 0.05 0.08
H -5.5871 0.4849 2.7977 0.31 0.34 -0.13
H -5.7069 2.1085 3.4714 0.10 -0.10 -0.18
H -1.0296 1.7678 1.8837 -0.27 0.08 0.05
H -1.1962 4.5805 -0.7565 0.18 -0.56 0.19
H -0.4234 3.5167 2.6851 0.17 0.25 -0.06
H 4.8384 4.9062 2.0902 -0.07 -0.05 0.09
H 3.9180 5.1767 3.5757 -0.05 -0.11 -0.10
H 4.4936 3.5663 3.1834 -0.29 0.03 -0.12
H 3.6164 4.6128 0.0192 -0.45 0.04 0.16
H 1.4265 4.4772 -1.1100 -0.02 -0.02 0.26
H -3.5081 3.8608 -0.9532 -0.02 0.10 0.27
H -5.5207 2.8951 0.1314 0.47 0.02 0.17
O 4.2540 4.8544 -5.4816 -0.43 -0.64 1.40
C 3.7102 4.3536 -4.5163 0.49 0.11 -0.48
O 4.3485 3.9820 -3.3636 0.29 0.51 -0.98
C 2.2642 4.0651 -4.4194 -1.30 -0.48 0.41
C 1.7113 3.4735 -3.2618 0.17 0.01 -0.36
C 0.3300 3.2930 -3.1657 -0.86 0.77 -0.80
C -0.4925 3.6966 -4.2645 0.81 -0.20 0.15
N -1.8079 3.3551 -3.9565 -0.02 -0.51 0.33
C -1.8405 2.6951 -2.7589 0.67 0.85 -0.11
C -0.5748 2.7491 -2.1554 0.39 -1.22 -0.77
C 0.0445 4.2226 -5.4448 0.23 0.19 0.12
C 1.4315 4.4015 -5.5085 -0.42 0.13 0.27
H 5.2812 4.2005 -3.5228 0.02 -0.08 0.16
H 2.3397 3.1095 -2.4507 0.04 0.24 -0.32
H -2.6089 3.5027 -4.5712 0.47 -0.15 0.38
H -2.7638 2.2935 -2.3707 0.08 0.01 -0.09
H -0.1928 2.0616 -1.4056 -0.41 -0.02 -0.12
H -0.6037 4.5081 -6.2786 0.31 -0.15 0.26
H 1.8960 4.8355 -6.3957 -0.17 -0.16 0.27
```
Positions in Å, forces in eV/Å.

Properties
**Kohn-Sham gap**: 0.2221 hartree
**Net charge**: +1

=====

(4)
C28H22AsF10N8ReS4 | ωB97M-V with the def2-TZVPD basis set

Structure (XYZ):
```
74
Properties=species:S:1:pos:R:3:forces:R:3
Re -0.8881 0.3456 1.0265 -0.47 0.10 -0.58
C -2.0012 -2.5252 1.0926 0.05 0.08 0.00
N -1.5320 -1.4222 1.9746 0.11 -0.14 0.29
C -0.3948 -1.9563 2.7770 -0.02 0.01 -0.04
C 0.5021 -0.8786 3.3578 -0.07 -0.02 0.02
N 0.7557 0.1521 2.3487 0.36 -0.15 0.11
C 1.8110 0.9909 2.5881 -0.14 0.04 0.00
C 2.4749 1.1523 3.8223 0.06 0.02 0.14
F 2.0395 0.5253 4.9424 0.09 0.09 -0.08
C 3.5613 1.9911 4.0072 0.03 0.03 0.05
F 4.1268 2.0733 5.2210 -0.05 -0.01 -0.13
C 4.0472 2.7642 2.9736 0.04 0.03 0.04
F 5.0989 3.5802 3.1477 -0.10 -0.08 -0.02
C 3.4031 2.6775 1.7528 0.01 0.03 -0.08
F 3.8365 3.4140 0.7200 -0.04 -0.07 0.11
C 2.3311 1.8265 1.5774 0.04 0.08 -0.12
F 1.7762 1.8228 0.3488 0.09 -0.02 0.17
C -2.6944 -1.0176 2.8300 0.03 -0.02 -0.05
C -2.5043 0.3322 3.5009 -0.02 -0.06 -0.01
N -1.8632 1.2104 2.5246 -0.12 0.04 0.31
C -1.8522 2.5657 2.7065 0.05 -0.01 -0.04
C -2.3444 3.2817 3.8107 -0.04 0.03 0.10
F -2.8677 2.6438 4.8817 0.06 0.07 -0.13
C -2.3029 4.6639 3.8860 -0.02 0.04 0.05
F -2.7970 5.2770 4.9697 0.06 -0.07 -0.12
C -1.7501 5.4181 2.8696 0.00 0.14 0.03
F -1.7080 6.7574 2.9491 -0.01 -0.19 -0.01
C -1.2287 4.7565 1.7716 0.04 0.05 -0.06
F -0.6681 5.4517 0.7771 -0.06 -0.09 0.11
C -1.2845 3.3820 1.7095 0.01 0.09 0.00
F -0.7199 2.8009 0.6136 0.06 -0.03 0.19
H -2.2306 -3.3988 1.7117 -0.01 -0.02 0.00
H -1.2298 -2.7647 0.3642 -0.02 -0.01 0.01
H -2.8898 -2.2140 0.5459 0.05 -0.04 0.04
H 0.1794 -2.5820 2.0967 -0.05 0.02 0.06
H -0.7862 -2.6114 3.5628 0.01 0.04 0.03
H 1.4303 -1.3715 3.6698 -0.04 0.01 -0.02
H 0.0553 -0.4631 4.2643 -0.01 -0.02 -0.02
H -2.8937 -1.8065 3.5627 -0.01 0.01 0.00
H -3.5405 -0.9536 2.1468 0.02 0.02 0.01
H -1.9187 0.2530 4.4221 -0.02 0.00 -0.01
H -3.4948 0.6939 3.7858 0.01 0.00 -0.02
S -2.9617 -0.0663 -3.9847 -0.12 0.04 0.13
As -2.8392 -1.4604 -2.4326 -0.15 -0.33 -0.41
S -2.4350 0.3782 -0.5062 0.18 0.42 0.13
S -1.1023 -2.6089 -2.3482 -0.04 -0.05 0.01
S -4.5563 -2.2106 -1.5265 -0.05 0.01 -0.10
C 0.3328 1.1827 -2.2900 -0.24 0.02 0.03
C 0.8508 -0.0368 -1.6222 -0.05 -0.17 -0.01
N 0.5367 -0.5211 -0.4278 0.43 0.20 -0.03
C 1.3583 -1.6104 -0.2269 -0.14 -0.13 -0.06
C 2.1410 -1.8089 -1.3099 0.01 0.06 0.03
N 1.8146 -0.8010 -2.1875 -0.01 0.04 0.01
C 2.3981 -0.6200 -3.4998 0.05 0.06 -0.05
N 2.2018 -1.7360 -4.3768 0.00 -0.15 0.12
N 3.1788 -2.6724 -4.4680 0.07 0.05 0.03
N 2.8021 -3.6071 -5.2504 0.01 -0.01 -0.01
C 1.5316 -3.3140 -5.6992 -0.03 0.03 0.00
C 0.6874 -4.0177 -6.5666 -0.01 0.03 0.00
C -0.5440 -3.4638 -6.8178 0.03 0.00 0.02
C -0.9449 -2.2468 -6.2213 0.00 0.01 -0.01
C -0.1286 -1.5452 -5.3693 0.04 -0.02 -0.04
C 1.1267 -2.1094 -5.1300 0.00 0.02 -0.10
H -0.2588 1.7717 -1.5985 0.03 0.02 0.07
H -0.3418 0.9231 -3.1121 0.02 -0.03 0.00
H 1.1557 1.7984 -2.6558 -0.01 0.01 0.00
H 1.3206 -2.1961 0.6704 0.03 0.04 -0.01
H 2.8676 -2.5623 -1.5545 0.01 -0.03 0.00
H 3.4768 -0.4942 -3.4047 -0.04 0.02 -0.01
H 1.9632 0.2708 -3.9460 0.01 -0.03 0.00
H 1.0019 -4.9546 -7.0048 -0.01 -0.02 0.00
H -1.2384 -3.9759 -7.4707 -0.01 -0.01 -0.01
H -1.9424 -1.8674 -6.3994 -0.01 0.00 0.01
H -0.4968 -0.6559 -4.8736 0.05 -0.05 -0.03
```
Positions in Å, forces in eV/Å.

Properties
**Multiplicity**: 2
**Kohn-Sham gap (alpha / beta)**: 0.2311 / 0.2406 hartree
**Net charge**: -1
**Expectation value of S²**: 0.760
**Energy relative to the best compared isomer or geometry (same formula, charge and spin)**: 21.3 kcal/mol

=====

(5)
C3H11NO2 | ωB97M-V with the def2-TZVPD basis set

Structure (XYZ):
```
17
Properties=species:S:1:pos:R:3:forces:R:3
C 2.2297 0.0659 -0.4179 1.25 -0.01 1.48
C 0.8616 0.6821 -0.3094 -0.94 -0.60 0.34
O 0.0332 0.3267 -1.4102 -0.10 0.25 -0.16
C 0.2198 0.2349 1.0272 0.46 0.97 0.46
N -0.9213 1.0362 1.4708 -0.26 -1.66 -0.86
H 2.8609 0.4216 0.4187 0.07 0.91 -0.67
H 2.7301 0.1701 -1.3761 -0.06 0.09 0.02
H 2.3097 -0.9640 -0.0495 -0.89 -0.45 -0.85
H 0.7955 1.7762 -0.3433 0.77 -0.10 0.14
H -0.2971 -0.5640 -1.2903 -0.19 -0.42 0.04
H 0.9673 0.3191 1.8266 0.04 -0.26 -0.21
H -0.0598 -0.8176 0.9413 0.05 -0.03 0.01
H -1.4848 1.1691 0.6390 -0.31 0.56 0.30
H -0.6385 1.8856 1.9026 0.12 0.73 -0.03
O -2.0590 -1.8367 -0.3849 -0.07 -0.51 0.25
H -2.5150 -2.6863 -0.4495 -0.03 0.15 -0.41
H -1.7989 -1.8546 0.5414 0.09 0.38 0.16
```
Positions in Å, forces in eV/Å.

Properties
**Kohn-Sham gap**: 0.3613 hartree
**Structure (SMILES)**: C[C@@H](O)CN.O
**Energy relative to the best compared isomer or geometry (same formula, charge and spin)**: 10.9 kcal/mol

=====

(6)
C2H5N | ωB97M-V with the def2-TZVPD basis set

Structure (XYZ):
```
8
Properties=species:S:1:pos:R:3:forces:R:3
C -1.4962 0.0878 0.1329 8.09 3.99 -1.86
N -0.2455 0.8587 -0.1673 -8.59 -3.19 1.79
C 1.0047 0.1978 -0.1958 0.71 -0.51 -0.03
H -2.3994 0.6545 0.1486 -0.32 0.27 0.00
H -1.4442 -0.9772 0.2866 -0.09 -0.28 0.10
H 1.0460 -0.6323 -0.9092 0.00 0.01 0.01
H 1.2929 -0.1909 0.7873 0.00 0.03 -0.04
H 1.7261 0.9635 -0.4931 0.19 -0.34 0.03
```
Positions in Å, forces in eV/Å.

Properties
**Kohn-Sham gap**: 0.3726 hartree
**Structure (SMILES)**: C=NC
**Energy relative to the best compared isomer or geometry (same formula, charge and spin)**: 41.7 kcal/mol